Entry from the Open Molecules 2025 dataset: a cluster of 2 separate species, CNO2S2 in total at a distorted geometry (ωB97M-V/def2-TZVPD).

Results
- Energy above the lowest of the compared OMol25 structures with the same formula, charge and spin: 2.347 eV
- DFT total energy: -28292.05956 eV
- Spin multiplicity: 1
- Lowest unoccupied orbital energy: 0.13519 hartree
- Max |F|: 0.088 Eh/bohr
- Frontier orbital gap: 5.97 eV
- Net charge: -1

Cartesian coordinates (Å):
C 1.35917 -0.12152 -0.14204
N -0.81976 0.67538 0.39921
O 1.64762 0.12132 -1.24838
O 1.54650 -0.53394 0.89688
S -1.89931 0.47986 -0.81892
S -1.83422 -0.62111 0.91326